{"formula": "C42H95MnN12O12", "method": "ωB97M-V/def2-TZVPD", "species": ["Mn", "C", "C", "C", "C", "C", "C", "N", "O", "C", "C", "C", "H", "H", "H", "H", "H", "H", "H", "H", "H", "H", "H", "H", "H", "H", "H", "H", "H", "H", "C", "C", "O", "N", "C", "H", "H", "H", "H", "H", "H", "H", "C", "C", "O", "N", "C", "H", "H", "H", "H", "H", "H", "H", "C", "C", "O", "N", "C", "H", "H", "H", "H", "H", "H", "H", "C", "C", "O", "N", "C", "H", "H", "H", "H", "H", "H", "H", "C", "C", "O", "N", "C", "H", "H", "H", "H", "H", "H", "H", "C", "C", "O", "N", "C", "H", "H", "H", "H", "H", "H", "H", "C", "C", "O", "N", "C", "H", "H", "H", "H", "H", "H", "H", "C", "C", "O", "N", "C", "H", "H", "H", "H", "H", "H", "H", "C", "C", "O", "N", "C", "H", "H", "H", "H", "H", "H", "H", "C", "C", "O", "N", "C", "H", "H", "H", "H", "H", "H", "H", "C", "C", "O", "N", "C", "H", "H", "H", "H", "H", "H", "H"], "coordinates": [[-2.7005, 2.7062, 0.4405], [-1.5907, 0.4963, -2.8368], [-1.3035, -0.4713, -1.6687], [-0.4224, -1.5943, -2.3626], [0.2649, -2.4839, -1.3277], [1.1628, -1.7520, -0.3519], [0.3704, -0.6979, 0.4048], [-0.4987, 0.2106, -0.5309], [-1.1413, 1.3420, -0.0099], [1.3699, 0.1803, 1.2184], [-0.4495, -1.3350, 1.5682], [-2.7033, -1.1616, -1.2409], [-2.1806, 1.3141, -2.4228], [-2.1833, 0.1161, -3.6689], [-0.6725, 0.9445, -3.2165], [0.4009, -1.1324, -2.9075], [-1.0512, -2.1685, -3.0430], [0.7285, -3.2993, -1.8830], [-0.4992, -2.9548, -0.7093], [2.0100, -1.4371, -0.9612], [1.5549, -2.5616, 0.2637], [2.0628, 0.7527, 0.6017], [2.0239, -0.3650, 1.8988], [0.8649, 1.0183, 1.6990], [0.2289, -1.7699, 2.3022], [-1.3177, -1.8885, 1.2105], [-0.9279, -0.5202, 2.1118], [-2.5206, -2.2264, -1.0966], [-3.4434, -1.1222, -2.0401], [-3.1327, -0.6001, -0.4112], [5.5210, -1.5453, 7.0059], [4.6762, -0.9867, 5.8219], [3.9103, -0.0614, 6.0259], [4.8851, -1.5627, 4.6499], [4.1535, -1.1806, 3.4441], [6.4919, -1.1015, 7.2262], [5.4742, -2.6324, 7.0707], [4.9381, -1.2386, 7.8744], [5.5422, -2.3264, 4.5778], [3.3846, -0.4344, 3.6445], [3.6255, -2.0600, 3.0754], [4.8705, -0.7327, 2.7561], [-0.6131, -2.2064, -6.1014], [-2.1786, -2.1352, -5.7560], [-2.6933, -2.8083, -4.9264], [-2.9426, -1.3458, -6.5346], [-4.2917, -0.9632, -6.2952], [-0.3869, -3.2542, -6.2989], [0.0892, -2.2291, -5.2681], [-0.0904, -1.6450, -6.8758], [-2.7125, -1.1570, -7.4997], [-4.6537, -1.0354, -5.2696], [-5.0861, -1.3514, -6.9327], [-4.2911, 0.1196, -6.4204], [5.2340, 3.7609, -2.9326], [3.8474, 3.3370, -3.3045], [3.4748, 3.5231, -4.4462], [3.0624, 2.7762, -2.3736], [1.7730, 2.0815, -2.6313], [5.2815, 4.7777, -2.5428], [5.7997, 3.7426, -3.8641], [5.8846, 3.1338, -2.3230], [3.2895, 2.9929, -1.4136], [0.9849, 2.5104, -2.0124], [1.6812, 0.9958, -2.6618], [1.2910, 2.3850, -3.5607], [5.0224, -0.4163, -0.3509], [5.5625, 0.9556, -0.0117], [4.9319, 1.7940, 0.6360], [6.8391, 1.2162, -0.3887], [7.5654, 2.4528, -0.0144], [5.9070, -1.0292, -0.5237], [4.5720, -0.5112, -1.3390], [4.4479, -0.7844, 0.4991], [7.3332, 0.4899, -0.8872], [7.9999, 2.1573, 0.9407], [6.8597, 3.2758, 0.0987], [8.1992, 2.6895, -0.8690], [0.8161, 0.7793, 5.3397], [1.1606, 2.1244, 5.9666], [0.7253, 3.0430, 5.3561], [2.0217, 2.1861, 6.9527], [2.4626, 3.3907, 7.5285], [-0.2346, 0.6387, 5.0860], [1.0433, -0.0431, 6.0180], [1.4109, 0.7370, 4.4273], [2.5848, 1.3725, 7.1551], [2.1348, 4.2866, 7.0014], [3.5292, 3.2320, 7.3695], [2.1976, 3.3749, 8.5857], [-2.2335, -5.1223, 0.8330], [-1.6426, -5.8220, 2.0108], [-2.0726, -5.6754, 3.0810], [-0.5965, -6.6390, 1.7197], [0.2061, -7.1412, 2.8068], [-1.6691, -5.1623, -0.0986], [-2.1349, -4.0447, 0.9638], [-3.2960, -5.3041, 0.6716], [-0.1809, -6.5210, 0.8067], [1.2333, -7.1443, 2.4422], [-0.1499, -8.1548, 2.9910], [0.2491, -6.4631, 3.6592], [-2.9393, 2.1488, 4.4791], [-3.2338, 1.1741, 3.3427], [-3.0724, 1.5383, 2.1615], [-3.7112, -0.0196, 3.6376], [-4.0026, -1.0533, 2.7695], [-1.8826, 2.0628, 4.7323], [-3.5224, 1.9325, 5.3743], [-3.1719, 3.1727, 4.1866], [-3.6835, -0.0923, 4.6446], [-3.4278, -1.0384, 1.8435], [-5.0630, -1.2700, 2.6402], [-3.7104, -1.9452, 3.3238], [-0.0849, -5.4590, -4.0878], [-0.3144, -6.5523, -5.1529], [-0.0138, -6.3709, -6.3623], [-0.6245, -7.8055, -4.7519], [-0.6604, -8.9536, -5.6839], [-0.9329, -4.7977, -3.9099], [0.6226, -4.7037, -4.4298], [0.2680, -5.8314, -3.1261], [-0.7172, -8.1972, -3.8256], [0.3851, -9.0522, -5.9760], [-1.2797, -8.6971, -6.5434], [-1.1271, -9.8363, -5.2467], [-6.0787, 0.5323, 0.0828], [-5.2890, 1.1851, -0.9847], [-4.2020, 1.5873, -0.7992], [-5.9433, 1.3971, -2.1336], [-5.5142, 2.0565, -3.3769], [-6.7860, -0.2209, -0.2645], [-6.6943, 1.1610, 0.7262], [-5.2222, 0.0861, 0.5880], [-6.5914, 0.6341, -2.2673], [-4.7965, 1.3580, -3.8072], [-4.9661, 2.9740, -3.1628], [-6.4100, 2.1583, -3.9895], [-1.4518, 5.3569, 3.7027], [-0.9387, 4.6951, 2.5026], [-1.7952, 4.1599, 1.7224], [0.3420, 4.7365, 2.3086], [0.9726, 4.4281, 1.0713], [-1.3590, 4.7958, 4.6325], [-2.5196, 5.5598, 3.7855], [-0.9746, 6.3142, 3.9122], [0.8498, 5.1364, 3.0846], [0.5358, 4.9975, 0.2508], [0.8773, 3.3451, 0.9925], [2.0409, 4.5438, 1.2546], [-1.2691, 6.5097, -0.6606], [-1.6930, 5.2880, -1.4885], [-1.9881, 4.2275, -0.8978], [-1.6297, 5.4724, -2.8117], [-1.7320, 4.3625, -3.6940], [-0.1960, 6.6694, -0.7659], [-1.6614, 6.4133, 0.3517], [-1.8511, 7.3317, -1.0774], [-1.1726, 6.2135, -3.3237], [-0.7648, 3.8768, -3.8231], [-2.0243, 4.7215, -4.6808], [-2.5380, 3.6816, -3.4203]], "energy_ev": -118854.920, "lumo_ev": [-3.80, -5.70], "spin_multiplicity": 7, "charge": 2}


{"formula": "C35H64Cl8CuN7O9Pd", "method": "ωB97M-V/def2-TZVPD", "species": ["C", "C", "N", "C", "C", "N", "C", "C", "H", "H", "H", "H", "H", "H", "H", "H", "H", "H", "H", "Cu", "Pd", "C", "C", "C", "O", "C", "C", "C", "O", "O", "O", "H", "H", "Cl", "C", "C", "Cl", "H", "H", "H", "H", "Cl", "C", "C", "Cl", "H", "H", "H", "H", "Cl", "C", "C", "Cl", "H", "H", "H", "H", "Cl", "C", "C", "Cl", "H", "H", "H", "H", "C", "O", "N", "C", "C", "H", "H", "H", "H", "H", "H", "H", "C", "O", "N", "C", "C", "H", "H", "H", "H", "H", "H", "H", "C", "O", "N", "C", "C", "H", "H", "H", "H", "H", "H", "H", "C", "O", "N", "C", "C", "H", "H", "H", "H", "H", "H", "H", "C", "O", "N", "C", "C", "H", "H", "H", "H", "H", "H", "H"], "coordinates": [[-15.6235, -5.1277, -2.2975], [-14.8950, -6.2119, -3.1088], [-14.4548, -7.3667, -2.3326], [-13.9071, -7.3371, -1.0614], [-13.6495, -8.6251, -0.7149], [-14.1576, -9.4380, -1.7015], [-14.6997, -8.6462, -2.6339], [-14.0681, -10.8786, -1.7811], [-14.9396, -4.7725, -1.5243], [-16.5967, -5.4404, -1.9392], [-15.6396, -4.2288, -2.9149], [-13.9905, -5.7494, -3.5164], [-15.3573, -6.5944, -4.0186], [-13.7231, -6.3906, -0.5861], [-13.3866, -9.0574, 0.2373], [-15.1221, -9.0253, -3.5491], [-14.9248, -11.3238, -2.2905], [-14.0651, -11.3852, -0.8164], [-13.1301, -11.1395, -2.2708], [-17.1017, -13.3569, -4.4276], [-11.9069, -20.0050, -3.3331], [-12.3496, -15.8039, -2.2605], [-13.4526, -14.9719, -2.4610], [-14.6602, -15.5135, -3.2249], [-15.6619, -14.7830, -3.4402], [-14.7189, -16.8033, -3.7223], [-13.6195, -17.6621, -3.5210], [-12.4232, -17.2002, -2.6474], [-11.5858, -18.0503, -2.3723], [-13.5556, -18.7820, -4.0779], [-13.4783, -13.9148, -1.8168], [-11.4572, -15.5219, -1.7167], [-15.5575, -17.1490, -4.3055], [-15.9056, -18.4431, -7.0601], [-16.3010, -19.9357, -6.0756], [-17.5364, -19.6345, -5.2465], [-17.5681, -20.5279, -3.7145], [-15.3771, -19.9864, -5.5078], [-16.4018, -20.7909, -6.7346], [-18.4607, -19.9320, -5.7440], [-17.7282, -18.5697, -5.1215], [-10.2603, -19.1332, 1.8006], [-11.2475, -18.0272, 0.7839], [-11.8121, -16.8583, 1.5541], [-13.1390, -17.4457, 2.5744], [-11.9991, -18.6513, 0.3071], [-10.5053, -17.7363, 0.0404], [-12.2817, -16.1307, 0.8909], [-11.0948, -16.3647, 2.2042], [-8.7834, -13.6887, -4.7309], [-10.2839, -12.9417, -4.1892], [-11.3899, -13.1207, -5.2239], [-11.6603, -14.8385, -5.5797], [-10.1627, -11.8961, -3.9120], [-10.5154, -13.4892, -3.2763], [-11.0383, -12.6318, -6.1327], [-12.3184, -12.6434, -4.9162], [-16.3101, -18.4564, 0.4263], [-17.2939, -17.7546, -0.8926], [-18.7339, -18.2548, -0.7570], [-19.4953, -18.0470, 0.7718], [-16.8761, -18.1792, -1.8062], [-17.1327, -16.6804, -0.9227], [-18.8136, -19.3214, -0.9743], [-19.2899, -17.8293, -1.5987], [-11.8226, -12.3472, 1.0381], [-12.3580, -11.8598, 2.0165], [-10.6361, -11.9136, 0.5744], [-10.1131, -12.4594, -0.6597], [-9.8475, -10.8103, 1.0874], [-12.3243, -13.1142, 0.4329], [-10.0537, -11.6630, -1.4136], [-10.7002, -13.2491, -1.1254], [-9.0751, -12.8014, -0.6086], [-8.9194, -11.2259, 1.4847], [-9.5441, -10.0409, 0.3750], [-10.3839, -10.2990, 1.8831], [-15.3693, -14.5954, -6.9473], [-16.3240, -14.1251, -6.3196], [-14.8709, -14.0961, -8.0696], [-13.5655, -14.5271, -8.5522], [-15.4031, -12.9231, -8.7405], [-14.8043, -15.4170, -6.4901], [-13.4661, -14.3868, -9.6309], [-13.4356, -15.5928, -8.3689], [-12.6740, -13.9887, -8.2215], [-15.5178, -13.0743, -9.8133], [-16.4356, -12.7411, -8.4386], [-14.8167, -12.0304, -8.5288], [-9.2292, -20.3433, -1.4588], [-10.0460, -20.5941, -2.3421], [-8.1257, -19.5900, -1.5752], [-7.0177, -19.7250, -0.6598], [-7.8988, -18.8435, -2.7890], [-9.4012, -20.6580, -0.4214], [-6.6234, -18.7745, -0.2984], [-6.1692, -20.1337, -1.2216], [-7.2379, -20.4284, 0.1380], [-7.0574, -19.2680, -3.3403], [-8.7539, -18.8119, -3.4625], [-7.7439, -17.7914, -2.5328], [-14.0339, -21.0136, -0.9251], [-13.1355, -20.4793, -1.5995], [-13.8259, -21.7919, 0.1195], [-14.9202, -22.4117, 0.8319], [-12.4769, -22.1804, 0.5062], [-15.0850, -20.9069, -1.2094], [-15.9472, -22.2357, 0.5187], [-14.8975, -22.1538, 1.8945], [-14.8071, -23.4991, 0.8584], [-12.1512, -21.8502, 1.4972], [-12.3972, -23.2591, 0.6591], [-11.8318, -21.7755, -0.2667], [-10.4869, -18.6033, -6.0055], [-10.7345, -19.1020, -4.9005], [-10.8492, -19.0725, -7.1817], [-10.6513, -18.2922, -8.3835], [-11.6615, -20.2580, -7.3617], [-9.8743, -17.6993, -6.1196], [-11.5788, -18.0536, -8.9303], [-10.1366, -18.8429, -9.1707], [-10.3251, -17.2598, -8.2539], [-11.3062, -20.8244, -8.2236], [-11.4730, -20.9249, -6.5193], [-12.7291, -20.0822, -7.4878]], "energy_ev": -214464.509, "lumo_ev": [-7.94, -9.79], "spin_multiplicity": 4, "charge": 3}


{"formula": "C4H3NO", "method": "ωB97M-V/def2-TZVPD", "species": ["O", "C", "C", "C", "C", "N", "H", "H", "H"], "coordinates": [[-1.2164, 1.0654, -0.5762], [-0.5492, -0.1348, -0.2882], [0.9160, 0.0212, -0.2260], [2.1042, 0.2113, -0.2003], [-1.0957, -0.8638, 0.8872], [-1.5952, -1.5896, 1.6352], [-0.9026, 1.7572, 0.0229], [-0.8240, -0.8304, -1.0876], [3.1631, 0.3635, -0.1670]], "energy_ev": -7731.177, "de_lowest_kcal_mol": 36.1, "lumo_ev": 0.49, "smiles": "C#C[C@H](O)C#N"}


{"formula": "C7H9O3", "method": "ωB97M-V/def2-TZVPD", "species": ["C", "C", "C", "C", "C", "C", "C", "O", "O", "O", "H", "H", "H", "H", "H", "H", "H", "H", "H"], "coordinates": [[1.8617, 0.0754, 0.1060], [5.1634, 0.0414, 0.0279], [0.0946, 1.9427, -0.4077], [-0.7906, 0.7981, 0.2138], [0.6840, 0.7153, -0.0205], [1.7925, -1.3650, 0.6872], [-1.9118, 0.0014, -0.4307], [5.3293, 0.8687, 0.8252], [3.0382, 0.4257, -0.3177], [5.2905, -0.8808, -0.6660], [-0.2181, 2.2453, -1.4231], [0.3073, 2.8131, 0.1764], [-0.9639, 1.0528, 1.2865], [1.7467, -1.3951, 1.7455], [2.8955, -1.7408, 0.6446], [0.9255, -1.8899, 0.3509], [-1.4991, -1.0346, -0.6017], [-2.0875, 0.3307, -1.5019], [-2.9141, 0.2250, -0.0630]], "energy_ev": -13546.232, "de_lowest_kcal_mol": 15.4, "lumo_ev": 3.80, "charge": -1}


{"formula": "C13H28Cl2Si", "method": "ωB97M-V/def2-TZVPD", "species": ["Cl", "Cl", "C", "C", "C", "C", "C", "C", "C", "C", "C", "C", "C", "C", "C", "Si", "H", "H", "H", "H", "H", "H", "H", "H", "H", "H", "H", "H", "H", "H", "H", "H", "H", "H", "H", "H", "H", "H", "H", "H", "H", "H", "H", "H"], "coordinates": [[-4.5436, -4.2151, 0.3146], [-3.0015, -2.7420, 2.8517], [5.5923, 0.3510, 1.4317], [4.5465, -0.7296, 1.2911], [3.1232, -0.2366, 1.4133], [2.7930, 0.8271, 0.3836], [1.2790, 1.2057, 0.4416], [0.9107, 2.2716, -0.6281], [-0.5782, 2.6326, -0.6762], [-1.3750, 1.4832, -1.2540], [-2.9000, 1.5291, -1.1335], [-3.5650, 0.3769, -1.8724], [-3.1754, -1.0173, -1.3302], [-1.3110, -3.4338, 0.2255], [-3.5665, -1.2239, 0.1056], [-2.9929, -2.8397, 0.8084], [6.6002, -0.0339, 1.4386], [5.4393, 0.9180, 2.3734], [5.5404, 1.0668, 0.6147], [4.6526, -1.2337, 0.3252], [4.7591, -1.4902, 2.0352], [2.4291, -1.0432, 1.3122], [2.9504, 0.2127, 2.4187], [3.0971, 0.5001, -0.6110], [3.3653, 1.7261, 0.5163], [1.0518, 1.5813, 1.4401], [0.7036, 0.2786, 0.3547], [1.2630, 1.8866, -1.5750], [1.4724, 3.1861, -0.4408], [-0.9998, 2.9391, 0.2892], [-0.7367, 3.5129, -1.3372], [-1.0568, 1.3202, -2.3039], [-1.0082, 0.5524, -0.7604], [-3.2057, 1.5126, -0.0995], [-3.2578, 2.5338, -1.5063], [-3.3331, 0.4375, -2.9542], [-4.6680, 0.4923, -1.8032], [-3.6256, -1.7778, -1.9655], [-2.1066, -1.1919, -1.4525], [-1.2783, -4.0035, -0.7099], [-0.7977, -3.9946, 1.0085], [-0.7037, -2.5568, 0.0468], [-4.6554, -1.1332, 0.2506], [-3.1266, -0.4372, 0.7228]], "energy_ev": -46861.838, "lumo_ev": 0.65, "smiles": "CCCCCCCCCCCC[Si](C)(Cl)Cl"}